Computed, not measured: a molecular structure, C11H25N2O13V, with wB97M-V/def2-TZVPD.

```
52
Properties=species:S:1:pos:R:3
C 3.43 -0.69 -1.02
C -2.11 0.53 -1.31
H 1.85 -1.10 -0.38
O 2.22 -2.63 3.49
O 2.62 -1.70 -0.49
N -1.30 -2.27 2.23
H -4.81 -0.66 -3.88
H -2.58 2.40 -0.34
H 0.94 -4.90 2.40
H 3.46 -1.51 2.17
C 0.09 -4.30 2.07
H 1.40 -2.11 1.72
H -5.66 0.87 -3.42
V 0.89 1.76 -0.24
H -6.16 -0.74 -2.79
H -0.34 -3.25 3.85
O 0.43 0.54 0.70
H -1.69 -1.55 2.82
H -3.28 1.65 -2.83
C -5.33 -0.11 -3.08
H -0.99 1.98 -2.23
O 4.00 3.80 2.29
O 1.84 3.46 -4.24
N -0.82 1.10 -1.74
O 2.90 0.48 -0.89
H 4.18 -2.59 3.50
O 3.68 3.76 0.04
H -1.99 -3.01 2.39
H 0.39 -4.11 1.03
O -0.03 3.08 0.06
H -1.98 1.23 0.84
O 4.50 -0.89 -1.59
C 1.12 -2.12 2.78
H -1.85 -0.50 -1.07
C -3.17 0.64 -2.42
H -0.44 3.58 -4.21
C -2.55 1.34 -0.07
O 1.64 2.69 -2.18
O -0.22 3.26 -3.33
H 3.47 -0.98 3.79
H -2.77 0.00 -3.22
O 2.36 2.59 1.38
H -0.79 -4.95 2.08
C 3.40 -1.89 3.19
H 3.33 3.67 2.98
H -0.54 0.52 -2.53
C -0.14 -2.99 2.79
O -4.40 0.07 -2.04
H 0.90 -1.05 2.95
H -3.60 1.10 0.12
C 1.17 3.09 -3.28
C 3.33 3.39 1.16
```

## Properties
**Net charge**: -2
**ΔE to the lowest compared entry with this formula, charge and spin**: 0.0 kJ/mol
**E_tot**: -67100.8072 eV
**Lowest unoccupied orbital energy**: 4.03 eV

---

Computed, not measured: 2 unconnected molecules or ions with the total composition C4H12P2, with wB97M-V/def2-TZVPD.

```
18
Properties=species:S:1:pos:R:3
C 0.41 0.27 2.24
C -0.41 -0.54 -1.25
H 0.35 1.00 2.98
C -1.52 1.95 -1.41
H -0.38 -2.98 -1.37
H 2.42 -0.48 2.32
P 0.00 1.02 -1.97
P 0.48 -1.88 -1.76
H 1.27 -1.35 1.42
H -1.90 2.58 -2.14
H -2.32 1.25 -1.07
H -0.55 -0.28 2.08
H 0.43 0.87 1.26
H -0.55 0.60 -3.33
C 1.43 -0.77 2.27
H 0.76 -2.48 -3.01
H -1.26 2.57 -0.58
H 1.33 -1.34 3.31
```

## Properties
**Net charge**: 0
**ΔE to the lowest compared entry with this formula, charge and spin**: 432.7 kJ/mol
**E_tot**: -22915.2332 eV
**SMILES**: CPC#[PH2].CC
**Lowest unoccupied orbital energy**: -0.80 eV

---

Computed, not measured: a molecular structure, C43H46AsGeNNaOPS, with wB97M-V/def2-TZVPD.

```
96
Properties=species:S:1:pos:R:3
H -3.34 0.82 -0.89
H -5.45 -2.29 1.15
C 2.02 -2.41 -5.55
C 2.93 -2.05 0.81
H -1.35 2.67 1.45
C 0.60 -1.76 0.27
C -1.77 0.00 8.08
H 3.79 -2.69 0.93
C 1.93 0.14 0.87
C 0.69 -0.39 0.51
H 2.69 4.30 -0.63
C -2.19 -0.27 0.55
C 1.71 -2.58 0.43
N -2.83 4.21 -3.51
H -0.99 2.15 3.78
H -3.38 -1.03 7.09
H -1.93 0.86 3.08
C 0.85 -2.63 -3.46
H 2.87 -2.66 -6.17
Na -0.90 1.44 -2.67
H -3.40 -2.86 2.40
C 2.46 3.24 -0.79
H 5.14 0.35 4.75
H -1.32 -1.59 2.02
H 1.49 3.03 -0.31
C -2.41 -0.58 6.98
C 4.20 3.12 -3.39
C -4.13 -3.57 -5.08
C -3.39 -2.04 1.69
H 0.78 -3.02 -2.45
C -3.43 -4.92 -3.21
C 4.30 2.30 4.48
H 4.21 3.09 -4.48
H 0.35 2.34 1.63
H -3.29 -1.58 -5.17
C 3.14 3.03 4.21
H 2.70 -3.62 -3.90
H -2.28 -1.04 4.89
C -4.54 -1.72 0.98
C 1.93 2.37 4.02
H 3.23 2.64 -0.30
H 3.00 -0.82 4.37
As 0.25 -0.07 3.78
C -2.63 -3.87 -2.75
H 4.87 2.35 -3.02
H 1.25 4.25 -4.56
C 1.87 0.98 4.08
C -0.03 -1.21 -5.21
H 5.24 2.82 4.63
C -4.52 -0.69 0.06
H 4.57 4.10 -3.06
H 3.99 -0.25 1.32
C 3.04 0.26 4.34
H -2.25 -0.01 9.05
C 1.43 1.22 -3.10
H 1.07 1.06 6.57
H 1.93 5.32 -3.33
P -0.71 0.76 0.20
C 3.04 -0.68 1.03
C 1.05 -1.54 -6.01
H 1.65 0.94 -4.14
C -0.52 0.58 7.92
C -2.58 -2.70 -3.49
C 1.39 4.39 -3.49
C -3.35 0.03 -0.15
H 1.04 2.95 3.83
H 0.40 4.49 -3.03
C -0.94 1.32 3.06
H -5.42 -0.44 -0.50
C -1.78 -0.57 5.74
C -0.53 0.01 5.57
C -0.64 1.87 1.67
H -0.35 -2.19 -0.02
C -0.12 -1.77 -3.95
C -2.54 3.41 -2.72
C 1.92 -2.95 -4.27
H 3.18 4.11 4.16
S -1.53 -1.39 -2.91
H -0.02 1.03 8.77
C -3.33 -2.53 -4.64
H -3.48 -5.84 -2.65
H -4.72 -3.46 -5.98
H 1.82 0.42 -2.47
C 0.10 0.59 6.67
O -2.12 -0.10 -3.41
H 1.14 -1.10 -7.00
C -2.22 -1.32 1.48
H -0.78 -0.50 -5.54
H 1.61 -3.65 0.25
H -3.04 4.89 -4.20
C -4.17 -4.77 -4.37
H 2.05 1.20 1.04
H -4.79 -5.58 -4.72
C 4.24 0.92 4.55
H -2.07 -3.96 -1.83
Ge 2.36 2.84 -2.72
```

## Properties
**Net charge**: 0
**ΔE to the lowest compared entry with this formula, charge and spin**: 104.8 kJ/mol
**E_tot**: -190767.4509 eV
**Lowest unoccupied orbital energy**: 0.10 eV

---

Computed, not measured: a single C7H12OS molecule, with wB97M-V/def2-TZVPD.

```
21
Properties=species:S:1:pos:R:3
H 1.02 1.00 1.86
H 2.47 1.64 1.21
C -1.20 -0.89 0.22
C 1.20 0.81 -0.18
C 0.21 -0.25 0.08
C -2.57 -0.15 -0.12
H 1.02 2.53 1.23
H -2.72 0.61 0.59
O 2.06 -1.73 -1.05
C -1.20 -2.30 0.67
S 1.79 -0.97 0.20
C 1.45 1.56 1.12
H -2.11 -2.84 0.58
H -3.45 -0.88 -0.22
H 1.48 0.76 -2.28
H 2.37 2.18 -1.40
H -2.36 0.37 -1.09
H -0.55 -2.93 -0.05
H 0.57 2.29 -1.57
H -0.86 -2.31 1.65
C 1.40 1.52 -1.46
```

## Properties
**Net charge**: 0
**ΔE to the lowest compared entry with this formula, charge and spin**: 366.3 kJ/mol
**E_tot**: -20332.1111 eV
**Lowest unoccupied orbital energy**: 0.49 eV

---

Computed, not measured: a molecular structure, C46H47F2MoN5S, with wB97M-V/def2-TZVPD.

```
102
Properties=species:S:1:pos:R:3
N -0.27 1.77 2.47
N 1.07 -1.44 -1.26
H 0.01 0.09 -3.26
C 0.96 2.39 2.20
N 3.03 0.77 -1.44
C 3.27 1.73 -2.40
C -1.33 -2.28 1.38
H -4.32 1.79 7.07
H 0.35 3.27 -0.69
C 3.39 3.65 1.88
H 0.05 3.48 4.76
N -0.49 0.00 0.93
F -0.33 1.83 -1.90
C -0.72 -2.33 2.75
C -2.68 0.77 3.73
C -2.03 -3.38 0.90
H -3.13 -2.12 -5.81
C 4.56 1.65 -2.86
C -4.65 1.18 5.05
C -0.09 -0.97 -3.40
H 4.02 -1.98 -0.67
C 1.84 1.90 1.22
C 0.49 -1.81 -2.45
C 2.39 -0.77 2.54
H -3.67 -0.47 -6.06
C -3.86 1.50 6.15
C 2.47 4.17 2.77
C -0.21 -3.74 -3.75
C -0.90 0.69 1.96
H 3.16 -1.63 4.34
C 5.17 0.59 -2.17
C -4.95 0.49 2.66
C -1.89 1.04 4.85
H -6.00 0.64 2.91
H 2.38 0.22 2.96
H -4.70 1.13 1.81
C -1.03 -0.73 -6.84
H -2.10 -4.25 1.53
F -1.22 2.31 -0.01
C -3.06 -1.11 -5.43
C 2.83 -1.82 3.33
C 1.45 -2.48 -0.55
H -5.72 1.23 5.13
H -0.82 0.93 4.79
H 3.81 2.17 0.42
H -2.24 1.44 -5.66
C -2.52 -2.25 -1.15
H -2.96 -2.26 -2.14
C -2.48 1.42 6.04
C -0.80 -1.49 -4.47
H -2.71 -0.19 1.93
H -0.59 1.28 -5.09
C 2.39 -3.36 1.56
H -0.24 -4.81 -3.90
H 1.44 2.33 -3.37
Mo 1.29 0.45 -0.27
H -1.86 1.64 6.90
H 0.00 -0.38 -6.87
H -1.06 -1.75 -7.19
H -0.84 2.28 3.13
C -4.08 0.82 3.84
H 5.59 -1.24 -0.42
C 2.29 2.77 -2.84
H 0.18 -1.72 2.80
C 0.42 -3.20 -2.64
H -1.41 -1.95 3.50
C 3.07 2.54 1.12
C 4.52 -1.05 -0.38
H 4.36 4.12 1.77
C -2.60 -3.38 -0.35
C 0.26 4.15 3.92
S 1.15 -4.03 -1.30
C 1.97 -0.95 1.22
H -1.34 -3.30 -5.48
C -1.60 -0.61 -5.42
H -3.11 -4.27 -0.71
C 4.22 0.07 -1.32
H -0.68 4.40 3.43
C -1.22 -1.14 0.56
H 2.79 3.45 -3.53
H -0.46 -3.35 3.02
H 2.39 -4.36 1.13
C 0.01 2.21 -0.62
C 1.95 -2.29 0.77
C -1.85 -1.14 -0.69
H -4.82 -0.55 2.35
C 2.84 -3.12 2.83
H -1.80 -0.24 -1.29
H -1.94 0.99 -3.99
H 2.70 5.06 3.34
H -1.62 -0.12 -7.53
H 1.93 3.35 -1.99
H 0.67 5.07 4.33
C -0.82 -2.88 -4.64
N -2.12 0.39 2.52
H 3.21 -3.93 3.44
C -1.59 0.86 -5.01
C 1.24 3.55 2.95
H -3.47 -1.10 -4.42
H 4.25 -0.81 0.65
H 5.01 2.28 -3.61
H 6.18 0.24 -2.27
```

## Properties
**⟨S²⟩**: 2.027
**Net charge**: 0
**E_tot**: -74042.4557 eV
**Lowest unoccupied orbital energy (alpha / beta)**: -0.43 / -0.57 eV
**Multiplicity**: 3

---

Computed, not measured: a molecular structure, C8H10ClF12MgO14S4, with wB97M-V/def2-TZVPD.

```
50
Properties=species:S:1:pos:R:3
O 9.39 11.13 -9.42
O 12.75 10.73 -15.16
F 10.03 11.60 -14.68
S 14.35 10.40 -8.04
F 18.35 10.12 -12.10
H 11.75 7.26 -10.71
H 12.68 7.94 -9.38
F 14.56 7.86 -7.12
O 11.28 9.73 -10.09
S 15.89 11.13 -12.36
H 14.91 7.03 -12.02
F 9.60 9.58 -15.40
F 8.36 8.96 -11.04
O 13.70 10.27 -9.34
H 14.32 8.40 -12.96
F 15.56 8.20 -8.99
H 12.62 5.56 -9.14
F 7.90 8.43 -8.98
F 17.08 9.69 -10.43
O 15.43 11.36 -8.01
O 13.59 5.12 -10.97
O 13.41 10.46 -6.93
H 15.27 4.17 -10.24
H 14.32 6.08 -9.36
C 12.75 7.30 -10.27
C 10.19 10.30 -14.43
F 16.80 8.60 -12.29
S 12.00 9.84 -14.30
C 17.10 9.79 -11.76
H 14.34 3.29 -11.42
Mg 12.84 10.32 -11.10
O 12.07 8.45 -14.71
O 15.95 11.13 -13.81
F 9.45 7.37 -10.12
O 16.43 12.36 -11.81
C 8.88 8.58 -9.87
O 10.38 9.58 -7.82
H 13.71 3.55 -9.68
C 14.02 7.59 -12.32
C 15.26 8.77 -7.83
F 9.56 10.02 -13.29
O 13.52 8.19 -11.11
C 14.24 3.94 -10.55
O 12.26 10.00 -12.86
C 13.34 5.97 -9.86
H 13.34 6.89 -12.79
F 16.39 8.98 -7.14
Cl 12.16 12.75 -10.93
S 10.13 9.88 -9.22
O 14.62 10.71 -11.75
```

## Properties
**Net charge**: -3
**ΔE to the lowest compared entry with this formula, charge and spin**: 0.0 kJ/mol
**E_tot**: -131046.9388 eV
**Lowest unoccupied orbital energy**: 5.87 eV

---

Question: Among the records above, which one has the lowest net charge?
Answer: C8H10ClF12MgO14S4